Computed, not measured: C23H32CrF6N6O11P2S3Se as an isolated structure at a distorted geometry, with ωB97M-V with the def2-TZVPD basis set.

ORCA input file:
```
! RIJCOSX wB97M-V def2-TZVPD def2/J DEFGRID3
* xyz -1 4
Cr -0.61 -1.57 0.26
S -4.81 -0.80 -1.13
C -4.55 0.46 0.03
C -5.38 1.52 0.39
C -4.97 2.34 1.42
C -3.76 2.11 2.09
C -2.93 1.08 1.71
C -3.32 0.26 0.66
N -2.60 -0.82 0.16
C -3.28 -1.48 -0.75
C -2.77 -2.77 -1.20
C -3.51 -3.60 -2.04
C -3.09 -4.91 -2.21
C -1.99 -5.37 -1.50
C -1.24 -4.52 -0.68
C -1.59 -3.18 -0.56
H -6.31 1.71 -0.13
H -5.58 3.19 1.70
H -3.47 2.77 2.90
H -1.97 0.89 2.18
H -4.41 -3.24 -2.53
H -3.64 -5.58 -2.86
H -1.69 -6.40 -1.59
H -0.41 -4.94 -0.15
C 1.79 -2.11 3.85
N 2.29 -1.04 2.97
C 3.73 -0.89 2.97
P 1.29 -0.11 2.13
O -0.11 -0.60 2.07
O 1.96 0.09 0.67
P 1.82 -0.33 -0.87
O 0.47 -0.89 -1.25
N 2.00 1.16 -1.57
C 3.15 1.97 -1.20
C 1.82 1.11 -3.03
N 3.03 -1.35 -1.24
C 2.90 -2.35 -2.30
C 4.36 -1.21 -0.67
N 1.29 1.44 2.68
C 0.12 2.10 3.24
C 2.50 2.24 2.69
H 2.32 -3.03 3.62
H 0.73 -2.28 3.67
H 1.94 -1.84 4.90
H 4.09 -0.46 3.91
H 4.06 -0.24 2.15
H 4.18 -1.87 2.80
H 4.09 1.60 -1.63
H 3.24 2.03 -0.12
H 2.98 2.99 -1.57
H 0.96 0.49 -3.29
H 2.72 0.72 -3.54
H 1.62 2.12 -3.39
H 1.86 -2.49 -2.57
H 3.26 -3.31 -1.93
H 3.47 -2.04 -3.18
H 5.09 -1.03 -1.46
H 4.60 -2.12 -0.12
H 4.40 -0.37 0.02
H -0.64 1.37 3.51
H -0.31 2.82 2.53
H 0.41 2.63 4.15
H 3.30 1.76 2.13
H 2.87 2.40 3.72
H 2.32 3.22 2.24
O 1.19 -4.82 2.01
Se 1.91 -3.97 0.84
O 1.89 -4.71 -0.60
O 1.00 -2.51 0.71
O 3.39 -3.41 1.23
F -0.59 4.97 -0.20
C 0.07 3.96 -0.76
F 0.68 4.41 -1.86
F 1.03 3.59 0.10
S -1.04 2.50 -1.17
O -0.72 1.55 -0.14
O -0.70 2.20 -2.53
N -2.51 2.99 -0.94
S -3.25 3.95 -1.97
O -4.49 4.34 -1.37
O -2.41 4.93 -2.59
C -3.77 2.84 -3.39
F -3.05 3.08 -4.48
F -3.64 1.54 -3.07
F -5.06 3.06 -3.68
*
```

Computed properties:
* frontier orbital gap (spin up / spin down): 7.80 / 8.16 eV
* ΔE to the lowest compared entry with this formula, charge and spin: 37.8 kcal per mole
* LUMO level (spin up / spin down): 1.56 / 1.84 eV
* E_tot: -216995.3269 eV
* expectation value of S²: 3.81

Computed, not measured: a 13-piece molecular cluster, C26H78O13 overall at a distorted geometry, with ωB97M-V with the def2-TZVPD basis set.

ORCA input file:
```
! RIJCOSX wB97M-V def2-TZVPD def2/J DEFGRID3
* xyz 0 1
C 3.27 1.87 -3.69
C 1.77 1.41 -3.84
O 1.34 1.34 -5.17
H 3.43 2.92 -3.96
H 4.06 1.35 -4.23
H 3.55 1.94 -2.64
H 1.04 2.04 -3.34
H 1.56 0.45 -3.38
H 0.39 1.17 -5.18
C -0.08 -2.51 -3.96
C -0.46 -3.78 -4.67
O -1.41 -4.59 -3.96
H -0.93 -1.85 -3.86
H 0.57 -1.89 -4.58
H 0.39 -2.68 -2.99
H 0.44 -4.35 -4.89
H -0.88 -3.46 -5.62
H -1.61 -5.32 -4.56
C -2.94 0.61 5.49
C -1.78 0.30 4.52
O -2.33 -0.30 3.40
H -2.44 1.05 6.36
H -3.44 -0.27 5.89
H -3.78 1.21 5.14
H -0.99 -0.28 5.01
H -1.35 1.25 4.22
H -2.93 0.32 2.98
C -0.91 -0.09 0.48
C -0.16 -0.11 -0.86
O 1.15 0.31 -0.50
H -1.93 -0.39 0.22
H -0.91 0.87 1.00
H -0.56 -0.88 1.15
H -0.60 0.63 -1.52
H 0.04 -1.10 -1.28
H 1.66 -0.44 -0.18
C -2.76 -3.43 5.10
C -1.37 -3.38 4.51
O -1.38 -2.90 3.22
H -3.21 -2.43 5.14
H -2.83 -3.85 6.11
H -3.39 -4.05 4.47
H -0.95 -4.38 4.54
H -0.69 -2.77 5.11
H -1.78 -2.03 3.26
C -1.31 2.71 -6.43
C -2.15 1.89 -5.45
O -1.40 0.79 -4.95
H -1.95 3.43 -6.95
H -0.83 2.07 -7.16
H -0.48 3.18 -5.90
H -3.04 1.49 -5.93
H -2.42 2.48 -4.57
H -1.87 0.42 -4.20
C -0.65 -4.38 0.00
C 0.56 -4.55 0.95
O 0.78 -3.38 1.67
H -0.71 -5.20 -0.71
H -0.48 -3.46 -0.55
H -1.59 -4.19 0.52
H 1.48 -4.77 0.41
H 0.51 -5.40 1.62
H 0.02 -3.17 2.21
C 0.69 4.83 -0.26
C 0.79 3.37 0.04
O 1.95 2.87 -0.51
H -0.11 5.29 0.31
H 0.60 5.07 -1.32
H 1.54 5.43 0.05
H -0.14 2.96 -0.35
H 0.85 3.24 1.12
H 1.82 1.93 -0.63
C -3.29 3.79 1.67
C -3.66 3.01 2.88
O -4.14 1.79 2.51
H -2.91 4.77 1.93
H -4.11 3.90 0.96
H -2.47 3.30 1.13
H -4.48 3.53 3.38
H -2.86 2.91 3.62
H -4.97 1.85 2.03
C -4.44 0.51 -1.00
C -4.16 0.58 -2.51
O -2.93 -0.07 -2.79
H -3.60 0.93 -0.44
H -4.54 -0.53 -0.69
H -5.28 1.12 -0.68
H -4.14 1.62 -2.86
H -4.97 0.11 -3.06
H -3.07 -0.99 -2.54
C 4.72 -1.86 -0.93
C 3.42 -2.57 -0.58
O 2.77 -1.81 0.40
H 5.19 -2.27 -1.82
H 5.39 -1.96 -0.08
H 4.69 -0.80 -1.19
H 3.70 -3.49 -0.07
H 2.70 -2.77 -1.38
H 2.18 -2.38 0.90
C 2.17 1.05 3.22
C 1.67 -0.32 3.76
O 2.02 -0.54 5.08
H 3.26 1.01 3.25
H 1.92 1.89 3.86
H 1.91 1.22 2.17
H 1.94 -1.13 3.07
H 0.59 -0.41 3.66
H 2.30 -1.45 5.15
C 4.77 1.68 0.52
C 6.13 1.16 0.94
O 7.23 1.78 0.33
H 4.72 1.76 -0.56
H 4.47 2.60 1.03
H 4.02 0.95 0.85
H 6.15 0.10 0.70
H 6.35 1.30 2.00
H 7.33 2.64 0.73
*
```

Computed properties:
* frontier orbital gap: 9.09 eV
* ΔE to the lowest compared entry with this formula, charge and spin: 62.0 kcal per mole
* LUMO level: 0.20 eV
* E_tot: -54840.9818 eV

Computed, not measured: C21H15Cl3MnN2S5 as an isolated structure, with ωB97M-V with the def2-TZVPD basis set.

ORCA input file:
```
! RIJCOSX wB97M-V def2-TZVPD def2/J DEFGRID3
* xyz 2 2
Mn 0.19 -0.17 0.11
S 1.32 -2.08 -0.69
C 1.49 -2.92 0.87
C 1.40 -4.30 0.98
C 1.64 -4.89 2.21
C 2.00 -4.11 3.31
C 2.12 -2.73 3.19
C 1.85 -2.14 1.97
S 1.97 -0.39 1.65
C 1.15 0.37 3.07
C 0.33 1.53 2.58
C 0.03 2.56 3.46
C -0.79 3.60 3.02
C -1.26 3.58 1.72
C -0.89 2.54 0.89
C -1.30 2.53 -0.55
S -1.52 0.82 -1.13
C -0.76 0.98 -2.73
C -1.54 1.08 -3.86
C -0.91 1.30 -5.09
C 0.47 1.42 -5.18
C 1.25 1.32 -4.04
C 0.65 1.07 -2.80
S 1.59 0.88 -1.39
N -0.11 1.52 1.31
H 1.14 -4.90 0.12
H 1.56 -5.96 2.32
H 2.21 -4.59 4.26
H 2.44 -2.14 4.04
H 1.90 0.71 3.78
H 0.53 -0.38 3.56
H 0.42 2.55 4.46
H -1.05 4.41 3.69
H -1.89 4.37 1.34
H -0.51 2.98 -1.16
H -2.21 3.10 -0.70
H -2.61 1.01 -3.80
H -1.51 1.37 -5.99
H 0.94 1.60 -6.14
H 2.33 1.40 -4.10
Cl -3.37 -3.59 2.18
C -2.58 -2.33 3.11
Cl -1.57 -3.00 4.39
Cl -3.73 -1.16 3.75
C -1.67 -1.60 2.19
N -0.98 -1.05 1.47
S -0.59 -2.00 -1.18
*
```

Computed properties:
* frontier orbital gap (spin up / spin down): 7.43 / 6.31 eV
* LUMO level (spin up / spin down): -7.01 / -8.38 eV
* E_tot: -148050.1011 eV
* expectation value of S²: 0.87

Computed, not measured: C46H35BiN11S4 as an isolated structure at a distorted geometry, with ωB97M-V with the def2-TZVPD basis set.

ORCA input file:
```
! RIJCOSX wB97M-V def2-TZVPD def2/J DEFGRID3
* xyz 1 1
Bi -0.10 -0.18 0.49
C -5.36 3.64 -2.15
S -3.75 4.12 -1.48
C -3.25 2.65 -0.58
S -3.37 1.12 -1.33
N -2.81 2.91 0.60
N -2.06 2.10 1.32
C -2.39 1.89 2.53
C -1.57 1.08 3.43
C -1.93 1.04 4.78
C -1.19 0.30 5.68
C -0.07 -0.38 5.22
C 0.22 -0.32 3.88
N -0.51 0.37 2.99
H -5.46 4.10 -3.14
H -6.14 4.01 -1.49
H -5.39 2.56 -2.25
H -3.30 2.30 2.96
H -2.79 1.60 5.11
H -1.47 0.27 6.72
H 0.55 -0.96 5.89
H 1.08 -0.84 3.47
C -5.64 -2.80 1.01
C -5.16 -1.51 1.15
C -3.79 -1.27 1.21
C -2.90 -2.34 1.19
C -3.39 -3.65 1.05
C -4.75 -3.87 0.95
N -1.51 -2.10 1.30
N -0.85 -3.06 1.72
C 0.55 -2.97 1.74
C 1.20 -4.10 2.22
C 2.59 -4.14 2.22
C 3.30 -3.05 1.74
C 2.64 -1.92 1.26
C 1.25 -1.85 1.26
H -6.70 -2.98 0.95
H -5.83 -0.67 1.19
H -3.42 -0.29 1.45
H -2.69 -4.47 1.01
H -5.12 -4.88 0.82
H 0.61 -4.94 2.57
H 3.11 -5.01 2.59
H 4.38 -3.09 1.71
H 3.21 -1.09 0.88
S -0.03 -6.01 -4.17
C 0.02 -7.44 -3.24
C 0.01 -7.18 -1.91
C -0.04 -5.79 -1.63
C -0.07 -5.02 -2.76
C -0.12 -3.55 -2.87
C -0.11 -2.77 -1.70
N -0.11 -1.45 -1.70
C -0.13 -0.78 -2.88
C -0.19 -1.48 -4.09
C -0.23 -0.76 -5.34
C -0.18 0.59 -5.36
C -0.08 1.33 -4.13
C 0.00 2.73 -4.12
C 0.12 3.42 -2.93
C 0.19 2.64 -1.76
N 0.12 1.33 -1.75
C -0.03 0.66 -2.90
C 0.17 4.88 -2.87
C 0.08 5.68 -1.76
C 0.12 7.07 -2.07
C 0.26 7.30 -3.41
S 0.33 5.84 -4.30
C -0.19 -2.88 -4.07
H 0.06 -8.40 -3.74
H 0.03 -7.95 -1.15
H -0.06 -5.39 -0.63
H -0.09 -3.26 -0.74
H -0.28 -1.33 -6.26
H -0.21 1.14 -6.29
H -0.05 3.26 -5.06
H 0.31 3.11 -0.79
H -0.05 5.30 -0.76
H 0.05 7.86 -1.34
H 0.32 8.24 -3.92
H -0.22 -3.42 -5.00
N 3.62 2.78 0.95
C 2.96 3.25 2.06
C 1.86 2.46 2.19
N 1.85 1.52 1.19
C 2.92 1.73 0.46
C 3.28 0.93 -0.69
N 2.54 -0.05 -1.14
C 3.21 -0.57 -2.22
C 4.37 0.11 -2.42
N 4.42 1.07 -1.44
H 4.48 3.16 0.59
H 3.32 4.09 2.63
H 1.07 2.51 2.93
H 2.81 -1.40 -2.78
H 5.15 0.00 -3.15
H 5.17 1.72 -1.31
*
```

Computed properties:
* frontier orbital gap: 5.47 eV
* ΔE to the lowest compared entry with this formula, charge and spin: 33.6 kcal per mole
* LUMO level: -3.32 eV
* E_tot: -113836.4230 eV

Computed, not measured: a 2-piece molecular cluster, C7H5Cl2FN2O3 overall at a distorted geometry, with ωB97M-V with the def2-TZVPD basis set.

ORCA input file:
```
! RIJCOSX wB97M-V def2-TZVPD def2/J DEFGRID3
* xyz 0 1
C 2.75 1.32 -0.14
C 2.13 -1.03 0.34
C 3.14 -0.08 0.04
C 1.40 1.64 -0.15
C 0.45 0.62 -0.02
C -3.91 0.66 0.04
C -1.81 -0.09 0.10
N 0.86 -0.65 0.27
N -1.51 -1.56 -0.36
O -3.91 1.35 -0.86
O -4.31 0.01 0.87
O -0.83 0.79 -0.29
F -1.66 -0.27 1.49
Cl 4.74 -0.57 0.29
Cl 0.95 3.35 -0.29
H 3.39 2.20 -0.15
H 2.30 -2.13 0.49
H -0.62 -2.02 0.01
H -1.26 -1.38 -1.39
H -2.30 -2.16 -0.27
*
```

Computed properties:
* frontier orbital gap: 8.19 eV
* ΔE to the lowest compared entry with this formula, charge and spin: 59.7 kcal per mole
* LUMO level: -0.05 eV
* E_tot: -44222.5236 eV

Computed, not measured: a 5-piece molecular cluster, C14H33F2NO9S overall at a distorted geometry, with ωB97M-V with the def2-TZVPD basis set.

ORCA input file:
```
! RIJCOSX wB97M-V def2-TZVPD def2/J DEFGRID3
* xyz 0 1
O 1.33 -0.48 1.30
C 1.05 0.05 0.09
F 1.18 -0.85 -1.10
N 0.60 1.51 -0.10
O -0.27 1.89 0.85
S -1.89 1.81 0.32
O -2.65 1.11 1.51
O -2.10 0.80 -1.04
C 1.87 2.33 0.20
O 2.21 2.43 1.49
F 2.60 2.96 -0.93
H -1.44 0.99 -1.77
C 6.58 2.99 -0.52
C 6.70 3.58 -1.91
C 6.61 5.09 -1.88
O 5.67 3.06 -2.74
H 5.61 3.24 -0.07
H 6.63 1.89 -0.56
H 7.37 3.35 0.14
H 7.66 3.27 -2.36
H 5.65 5.42 -1.48
H 6.69 5.51 -2.89
H 7.41 5.52 -1.26
H 4.81 3.32 -2.35
C -0.94 -3.84 -2.56
C -0.45 -3.27 -3.89
C 0.55 -4.20 -4.55
O 0.15 -2.00 -3.66
H -0.11 -3.96 -1.86
H -1.65 -3.16 -2.09
H -1.42 -4.81 -2.70
H -1.31 -3.12 -4.56
H 1.44 -4.33 -3.92
H 0.90 -3.77 -5.49
H 0.12 -5.18 -4.75
H 0.91 -2.12 -3.07
C -1.50 3.67 4.31
C -2.44 2.86 5.19
C -1.70 1.77 5.95
O -3.46 2.27 4.38
H -1.02 3.03 3.56
H -2.05 4.44 3.76
H -0.72 4.15 4.91
H -2.94 3.53 5.90
H -1.23 1.07 5.26
H -2.40 1.20 6.57
H -0.93 2.20 6.59
H -3.02 1.68 3.75
C -5.75 -4.58 0.21
C -4.38 -4.39 -0.43
C -3.40 -3.74 0.53
O -4.51 -3.58 -1.59
H -6.18 -3.62 0.50
H -6.45 -5.04 -0.50
H -5.68 -5.21 1.10
H -3.99 -5.36 -0.75
H -3.76 -2.74 0.83
H -2.43 -3.60 0.05
H -3.27 -4.35 1.43
H -4.86 -2.71 -1.32
*
```

Computed properties:
* frontier orbital gap: 7.68 eV
* LUMO level: -2.24 eV
* E_tot: -51233.0295 eV